This record from the OMol25 dataset describes C23H52P4SeTl as an isolated structure. The level of theory is ωB97M-V with the def2-TZVPD basis set.

For the total energy, the calculation gives -131858.673 eV. For the HOMO energy (spin up / spin down), the calculation gives -16.14 / -15.93 eV. The value obtained for the maximum force is 2.37 eV/A. The calculation puts the relative energy (zero: lowest compared OMol25 entry of this formula, charge and spin) at 4.095 eV. The calculation puts the orbital gap (spin up / spin down) at 4.66 / 3.86 eV.

Structure (ORCA input):
```
! wB97M-V def2-TZVPD RIJCOSX def2/J DEFGRID3
* xyz 3 1
Tl -0.010 -1.313 -0.801
P 2.961 -1.039 -0.903
P -0.228 1.093 -2.424
P 0.091 -1.508 2.086
H -5.166 -0.216 -1.054
C -4.909 -0.396 0.001
C -4.369 0.571 0.765
H -4.110 1.585 0.336
C 3.353 -2.554 -1.870
C 3.881 0.201 -1.900
C 4.128 -1.272 0.502
C -1.914 1.807 -2.342
C 0.739 2.533 -2.980
C -0.366 0.173 -4.002
C -1.548 -1.371 2.890
C 1.246 -1.084 3.416
C 0.257 -3.336 2.027
H -5.121 -1.381 0.404
H -4.096 0.411 1.829
H 4.441 -2.577 -2.058
H 2.799 -2.540 -2.820
H 3.044 -3.441 -1.298
H 4.804 -0.255 -2.289
H 4.132 1.071 -1.274
H 3.251 0.530 -2.742
H 5.086 -1.660 0.120
H 3.694 -1.997 1.213
H 4.293 -0.313 1.018
H -2.342 1.830 -3.343
H -1.857 2.829 -1.936
H -2.552 1.204 -1.683
H 0.520 2.743 -4.030
H 1.811 2.324 -2.870
H 0.494 3.413 -2.372
H -0.986 0.755 -4.691
H -0.818 -0.819 -3.841
H 0.635 0.021 -4.433
H -1.732 -2.295 3.437
H -2.337 -1.239 2.135
H -1.550 -0.494 3.556
H 1.112 -1.783 4.242
H 1.058 -0.063 3.764
H 2.279 -1.138 3.055
H -0.283 -3.743 2.890
H 1.317 -3.638 2.055
H -0.198 -3.736 1.106
C -1.859 -3.922 -2.313
C -3.088 -3.273 -1.992
C -4.327 -3.895 -2.205
C -4.435 -5.237 -2.602
C -3.214 -5.951 -2.694
C -2.004 -5.327 -2.430
Se -0.104 -3.367 -2.761
H -0.781 0.038 0.350
H -3.081 -2.238 -1.635
H -5.279 -3.354 -2.082
H -5.399 -5.711 -2.831
H -3.257 -6.996 -3.006
H -1.130 -5.974 -2.520
C 3.590 2.884 1.950
C 2.251 2.802 2.656
P 0.851 2.300 1.528
C -0.644 2.473 2.617
C -0.689 3.594 3.631
C 0.720 3.822 0.450
C 0.976 5.184 1.062
H 3.816 1.975 1.393
H 4.378 3.018 2.691
H 3.646 3.730 1.264
H 2.277 2.037 3.446
H 1.985 3.750 3.137
H -1.494 2.540 1.925
H -0.732 1.501 3.122
H -0.872 4.567 3.178
H -1.513 3.416 4.324
H 0.217 3.660 4.233
H 1.426 3.630 -0.369
H -0.290 3.774 0.011
H 1.962 5.257 1.526
H 0.939 5.930 0.267
H 0.223 5.468 1.796
*
```

Charges obtained by Löwdin population analysis, quoted in units of e:
1 Tl 0.38
2 P 0.77
3 P 0.75
4 P 0.76
5 H 0.06
6 C -0.09
7 C -0.09
8 H 0.07
9 C -0.29
10 C -0.23
11 C -0.24
12 C -0.23
13 C -0.23
14 C -0.29
15 C -0.22
16 C -0.22
17 C -0.25
18 H 0.05
19 H 0.05
20 H 0.07
21 H 0.02
22 H 0.05
23 H 0.08
24 H 0.06
25 H 0.03
26 H 0.08
27 H 0.04
28 H 0.04
29 H 0.06
30 H 0.06
31 H 0.02
32 H 0.08
33 H 0.04
34 H 0.04
35 H 0.06
36 H -0.02
37 H 0.06
38 H 0.06
39 H 0.03
40 H 0.06
41 H 0.08
42 H 0.04
43 H 0.05
44 H 0.07
45 H 0.07
46 H 0.03
47 C -0.60
48 C -0.07
49 C -0.02
50 C 0.04
51 C -0.01
52 C -0.12
53 Se 0.90
54 H -0.01
55 H 0.09
56 H 0.14
57 H 0.15
58 H 0.14
59 H 0.11
60 C -0.14
61 C -0.41
62 P 0.97
63 C -0.42
64 C -0.12
65 C -0.42
66 C -0.12
67 H 0.04
68 H 0.09
69 H 0.07
70 H 0.07
71 H 0.08
72 H 0.07
73 H 0.03
74 H 0.07
75 H 0.09
76 H 0.07
77 H 0.05
78 H 0.07
79 H 0.07
80 H 0.09
81 H 0.06